C35H52As2NO8Si2Zn | ωB97M-V/def2-TZVPD

Each line ends with the Mulliken charge.
Positions of all 101 atoms, in Å:
Zn -1.30 -0.15 0.16  -0.107
C -0.02 -5.14 0.99  -1.631
C -0.39 -4.08 1.99  0.566
C 0.51 -3.07 2.33  -0.387
C 0.17 -2.10 3.27  0.537
C 1.16 -1.06 3.72  -1.578
C -1.10 -2.13 3.85  -0.450
C -2.01 -3.14 3.54  0.873
C -3.34 -3.21 4.24  -1.789
C -1.63 -4.10 2.61  -0.345
H 1.07 -5.27 0.94  0.332
H -0.38 -4.87 -0.01  0.236
H -0.46 -6.10 1.25  0.478
H 1.50 -3.06 1.90  0.433
H 1.37 -1.17 4.78  0.593
H 0.77 -0.05 3.57  0.217
H 2.11 -1.15 3.18  0.159
H -1.37 -1.39 4.59  0.479
H -3.19 -3.45 5.29  0.460
H -3.98 -3.98 3.80  0.338
H -3.86 -2.25 4.19  0.350
H -2.32 -4.91 2.36  0.389
C -1.02 1.62 -2.80  -0.506
Si -2.72 1.01 -2.30  0.360
C -4.07 1.98 -3.16  -1.177
C -2.92 -0.79 -2.81  -0.923
C -2.82 1.05 -0.39  3.722
C -3.80 0.02 0.04  -2.188
C -5.19 0.16 -0.05  -0.837
C -6.01 -0.88 0.33  -0.753
C -5.44 -2.06 0.80  -0.983
C -4.06 -2.14 0.87  -0.520
N -3.27 -1.12 0.50  0.168
Si -2.96 2.71 0.52  0.183
C -3.67 4.10 -0.52  -1.193
C -1.27 3.26 1.14  -0.156
C -4.07 2.47 2.02  -1.155
H -0.98 1.84 -3.87  0.569
H -0.27 0.86 -2.59  -0.284
H -0.74 2.53 -2.27  0.159
H -4.08 1.72 -4.22  0.405
H -3.93 3.06 -3.09  0.348
H -5.06 1.74 -2.76  0.316
H -2.75 -0.90 -3.88  0.456
H -3.93 -1.15 -2.59  0.269
H -2.22 -1.44 -2.29  0.083
H -5.61 1.09 -0.42  0.648
H -7.08 -0.78 0.28  0.471
H -6.05 -2.90 1.10  0.476
H -3.56 -3.02 1.23  0.640
H -3.01 4.37 -1.34  0.331
H -3.77 4.99 0.12  0.428
H -4.66 3.88 -0.92  0.347
H -1.15 4.34 1.02  0.437
H -0.47 2.78 0.59  -0.681
H -1.16 3.04 2.21  0.338
H -5.12 2.34 1.75  0.356
H -4.01 3.36 2.65  0.436
H -3.77 1.61 2.62  0.292
C 3.24 5.26 -0.63  -0.858
O 3.42 3.84 -0.65  -0.278
C 2.32 3.10 -0.62  -1.091
O 1.20 3.51 -0.44  -0.508
C 2.60 1.62 -0.66  1.099
C 3.23 1.05 -1.68  1.057
As 3.92 -0.83 -1.89  -0.120
C 2.92 -1.19 -3.55  -1.093
C 2.62 -1.38 -0.52  0.449
C 2.86 -0.67 0.60  -0.079
As 1.66 0.84 0.92  1.279
C 2.48 1.88 2.36  -1.430
C 4.31 -0.50 1.00  -0.063
O 4.85 0.55 1.23  -0.592
O 4.90 -1.70 1.09  -0.264
C 6.30 -1.66 1.41  -0.808
C 1.24 -1.80 -0.88  0.209
O 0.26 -1.08 -0.74  0.008
O 1.03 -3.00 -1.35  -0.324
C 2.06 -4.01 -1.45  -0.903
C 3.66 1.91 -2.83  -0.233
O 3.04 2.82 -3.29  -0.570
O 4.83 1.46 -3.33  -0.385
C 5.36 2.23 -4.42  -0.787
H 4.11 5.67 -0.12  0.273
H 2.33 5.53 -0.11  0.358
H 3.20 5.62 -1.66  0.313
H 3.21 -0.42 -4.26  0.383
H 1.84 -1.15 -3.42  0.327
H 3.22 -2.15 -3.96  0.405
H 2.89 2.81 1.96  0.386
H 3.29 1.34 2.85  0.448
H 1.70 2.12 3.08  0.446
H 6.58 -2.68 1.67  0.264
H 6.49 -0.98 2.23  0.328
H 6.86 -1.33 0.53  0.312
H 2.35 -4.10 -2.50  0.305
H 1.61 -4.94 -1.13  0.409
H 2.92 -3.77 -0.83  0.398
H 6.30 1.76 -4.68  0.260
H 5.51 3.26 -4.12  0.308
H 4.67 2.20 -5.27  0.327

The HOMO energy comes out at -10.929 eV. Its net charge is +1. The spin multiplicity is 1. The calculation puts the total energy at -8851.2313 a.u.